Formula: C6H13NO
Source: the Open Molecules 2025 dataset
Level of theory: ωB97M-V with the def2-TZVPD basis set

Each line ends with the natural charge from an NBO analysis.
Cartesian coordinates (Å):
C -0.399 -0.656 0.284  0.01
C 0.891 0.482 -0.623  -0.51
C -0.310 -0.486 1.791  -0.65
C 0.113 -2.023 -0.143  -0.63
C -1.797 -0.398 -0.249  -0.65
C 0.376 1.698 -0.183  0.84
N 1.874 2.357 -1.286  -1.08
O -0.265 2.388 0.510  -0.46
H 2.185 3.176 -0.766  0.34
H 1.492 2.626 -2.192  0.34
H 0.701 0.235 -1.661  0.27
H 1.816 0.160 -0.158  0.28
H -1.830 -0.468 -1.341  0.21
H -2.508 -1.142 0.137  0.21
H 0.725 -0.543 2.142  0.21
H -0.741 0.459 2.131  0.22
H -0.865 -1.280 2.310  0.21
H -0.511 -2.824 0.276  0.20
H 0.100 -2.142 -1.231  0.21
H 1.136 -2.200 0.204  0.21
H -2.184 0.580 0.049  0.22

- HOMO energy (eV) = -8.1
- gap between HOMO and LUMO (eV) = 8.82
- energy above the lowest of the compared OMol25 structures with the same formula, charge and spin (kJ/mol) = 399.10
- LUMO level (eV) = 0.68
- total energy (eV) = -9967.038